(1)
# C25H43Cl8MgO13

A structure of composition C25H43Cl8MgO13 at a distorted geometry (ωB97M-V with the def2-TZVPD basis set, the OMol25 dataset).

XYZ file:
```
90
Properties=species:S:1:pos:R:3
Mg -0.01424 2.91809 -2.20207
C 0.54855 -1.71517 0.04212
O 0.23570 -0.43701 -0.37931
H -0.29445 -2.37222 -0.17172
H 1.38910 -2.08606 -0.54441
H 0.64751 -1.75544 1.12687
C -3.40155 -6.44148 -4.21077
C -2.87104 -5.61924 -5.35728
C -2.33094 -6.48866 -6.51318
O -3.17786 -6.17019 -7.61970
C -4.08986 -5.27992 -7.27766
O -5.01364 -4.89405 -7.96376
O -3.93903 -4.93384 -5.95550
H -4.02177 -7.27513 -4.54010
H -3.97342 -5.71079 -3.63880
H -2.59387 -6.90176 -3.64163
H -2.12267 -4.94087 -4.94758
H -2.45192 -7.54375 -6.26771
H -1.33280 -6.14623 -6.78623
C 6.00008 7.86303 2.90932
C 4.46025 7.77967 2.93524
C 3.67053 8.69532 2.01840
O 2.61922 7.90728 1.58164
C 2.91933 6.57371 1.79769
O 2.36614 5.52752 1.33958
O 4.04966 6.51555 2.51641
H 6.44902 7.04131 3.46729
H 6.40799 8.82982 3.20434
H 6.27934 7.73479 1.86354
H 3.96565 7.91801 3.89667
H 4.30454 9.05284 1.20704
H 3.26459 9.52958 2.59053
C -8.45265 6.55790 0.22006
C -6.94020 6.88600 -0.03941
C -6.07145 7.22820 1.21284
O -4.84153 6.49624 0.99122
C -5.06764 5.53307 0.08262
O -4.23994 4.64515 -0.26960
O -6.29208 5.68382 -0.45174
H -8.58934 5.61434 0.74838
H -8.91704 6.45718 -0.76089
H -8.85905 7.48110 0.63316
H -6.84403 7.45337 -0.96513
H -6.53169 6.94299 2.15886
H -5.87790 8.29593 1.31567
C 3.37390 -7.35424 -1.08768
C 2.74579 -7.31856 -2.41834
C 3.59260 -6.77103 -3.57256
O 3.22373 -7.71090 -4.56893
C 2.69640 -8.75069 -4.10326
O 2.46936 -9.70118 -4.81356
O 2.48073 -8.62403 -2.83613
H 4.40922 -7.68342 -1.17627
H 2.68971 -7.90935 -0.44593
H 3.34326 -6.27833 -0.91571
H 1.78565 -6.80312 -2.39511
H 4.67566 -6.74958 -3.45169
H 3.27562 -5.74671 -3.76848
Cl 6.71962 0.38605 -2.19836
C 6.38593 1.52042 -0.91031
C 6.97769 2.93078 -1.22982
Cl 8.77085 2.78088 -1.12903
H 6.86371 1.13926 -0.00780
H 5.31494 1.49319 -0.70946
H 6.66702 3.66900 -0.49048
H 6.65910 3.25727 -2.21977
Cl -6.87499 -3.02260 1.61396
C -5.72883 -1.79384 0.98533
C -6.18493 -1.31813 -0.39317
Cl -7.67346 -0.32864 -0.13361
H -4.79720 -2.33623 0.82415
H -5.62881 -1.01601 1.74235
H -6.34843 -2.22001 -0.98307
H -5.37050 -0.68155 -0.73897
Cl 5.91752 -4.94207 4.00648
C 5.03390 -3.37721 4.18135
C 3.99647 -3.38395 5.41010
Cl 2.77193 -4.58191 5.01295
H 4.48096 -3.10986 3.28086
H 5.79700 -2.63629 4.41969
H 3.61060 -2.36911 5.50657
H 4.44633 -3.66984 6.36088
Cl -3.71019 2.50406 5.41876
C -1.99395 3.02764 5.53640
C -1.07524 1.77445 5.39272
Cl -1.31437 0.51433 6.68019
H -1.82629 3.58249 6.45951
H -1.76422 3.68581 4.69847
H -0.04189 2.12102 5.40575
H -1.26575 1.35207 4.40611
```

E_LUMO (eV): -8.498
Charge: +1
HOMO (eV): -11.88
Gap between HOMO and LUMO (eV): 3.38

Results of the Mulliken charge analysis, in e, for atoms 1 through 8:
1. Mg 1.00
2. C -0.38
3. O -0.34
4. H 0.25
5. H 0.22
6. H 0.26
7. C -1.42
8. C 0.47

***

(2)
# C4H11N3

A cluster of 2 separate species, C4H11N3 in total at a distorted geometry (ωB97M-V with the def2-TZVPD basis set, the OMol25 dataset).

XYZ file:
```
18
Properties=species:S:1:pos:R:3
H -1.50185 -0.74013 -1.75979
N -1.23680 -1.04984 -0.82341
C -1.17853 -0.01480 -0.01430
C -1.12395 -0.26868 1.47264
N -1.61233 1.22973 -0.41877
H -2.13977 -0.34944 1.86966
H -0.63122 0.56885 1.97314
H -0.59208 -1.19871 1.68313
H -2.05816 1.80685 0.28641
H -2.03658 1.29109 -1.33512
H 1.04820 2.08793 -0.56210
N 1.68432 1.37809 -0.18547
C 1.41053 0.19095 -0.62716
C 2.11215 -1.01737 -0.06993
H 0.99915 0.02444 -1.65829
H 1.59905 -1.92240 -0.40059
H 3.13492 -1.04526 -0.45117
H 2.12295 -0.97129 1.02111
```

E_LUMO (eV): 0.788
HOMO (eV): -9.04
Energy relative to the best compared isomer or geometry (same formula, charge and spin) (kJ/mol): 194.5
Structure (SMILES): [H]/N=C(/C)N.[H]/N=C/C
Gap between HOMO and LUMO (eV): 9.83

Results of the Mulliken charge analysis, in e, for atoms 1 through 8:
1. H 0.22
2. N -0.69
3. C 0.63
4. C -1.22
5. N -0.42
6. H 0.38
7. H 0.38
8. H 0.30

***

(3)
# C32H68NO20S

A structure of composition C32H68NO20S at a distorted geometry (ωB97M-V with the def2-TZVPD basis set, the OMol25 dataset).

XYZ file:
```
122
Properties=species:S:1:pos:R:3
N 0.31375 0.42601 0.78591
H -0.58725 -0.19899 0.90691
H -0.06525 1.19001 0.10991
H 0.95675 -0.30399 0.29191
H 0.61275 0.98901 1.46091
S -1.64825 2.95201 0.49791
O -2.82725 3.53501 -0.10409
O -1.87225 1.60001 0.80291
O -0.59025 3.08301 -0.43609
O -1.35525 3.67401 1.65691
O -3.55025 4.68801 -3.87509
C -2.74425 3.81001 -4.36309
O -1.70825 3.20201 -3.82409
C -1.19525 3.48001 -2.51109
C -0.11725 4.66901 -2.64709
C -2.76425 3.44501 -5.82809
H -0.78425 2.51201 -1.92509
H -2.12525 3.75601 -1.72409
H 0.12175 5.08401 -1.64909
H -0.65425 5.39601 -3.18509
H 0.34675 4.24301 -3.34609
H -3.19325 2.42201 -5.88209
H -1.90725 3.82001 -6.34509
H -3.54525 4.14001 -6.05109
O 3.31475 -1.62899 0.17291
C 3.76875 -2.77199 -0.11109
O 3.74875 -3.30099 -1.31009
C 2.97875 -2.59999 -2.31709
C 3.69375 -2.78399 -3.75309
C 4.55075 -3.49499 0.88991
H 2.76975 -1.72999 -2.00509
H 1.96675 -3.19399 -2.17109
H 3.22575 -2.46799 -4.49709
H 3.79275 -3.88799 -3.97109
H 4.65075 -2.31499 -3.79409
H 4.38575 -4.41399 0.79891
H 4.44875 -3.28299 1.87491
H 5.64975 -3.70599 0.64091
O 1.19575 0.72501 -2.35309
C 2.15575 1.12501 -2.96109
O 2.94675 2.17001 -2.51809
C 2.63775 2.76301 -1.19209
C 3.59975 3.91201 -1.01509
C 2.63875 0.68901 -4.30309
H 2.69975 2.02001 -0.39109
H 1.56775 3.10901 -1.06409
H 4.53575 3.43601 -1.33009
H 3.67075 4.32201 -0.02609
H 3.36575 4.81001 -1.74509
H 2.22975 -0.30599 -4.61909
H 3.63775 0.60601 -4.25709
H 2.49775 1.28001 -5.09209
O -2.41225 -0.88899 -0.87309
C -3.40125 -0.23099 -1.02009
O -4.64625 -0.69999 -1.42709
C -4.75725 -2.14299 -1.69009
C -5.68425 -2.20499 -2.92509
C -3.45225 1.25801 -0.83509
H -5.21425 -2.57899 -0.87709
H -3.87125 -2.63899 -2.00509
H -5.30225 -1.80499 -3.70409
H -6.57225 -1.66099 -2.64309
H -5.93825 -3.29199 -3.22809
H -4.29525 1.52401 -0.03209
H -3.52325 1.84501 -1.69709
H -2.66225 1.74701 -0.37709
O 3.04475 0.93501 0.84391
C 4.06975 1.65901 0.71491
O 4.02775 2.96901 0.71591
C 2.91475 3.70901 1.12091
C 3.28775 5.24101 1.34491
C 5.42975 1.09001 0.61591
H 2.48075 3.38601 2.08391
H 1.97775 3.38301 0.24491
H 2.39075 5.80501 1.32091
H 3.96775 5.45001 0.70091
H 3.43675 5.26501 2.45291
H 5.86775 1.19401 1.60191
H 5.86775 1.61701 -0.02609
H 5.54375 0.19701 -0.04109
O 0.23675 -1.04799 5.02391
C -0.70925 -0.31399 4.85291
O -1.66425 -0.03899 5.74691
C -1.42825 -0.58499 7.04091
C -2.52025 -0.20699 8.02191
C -0.89525 0.33501 3.45491
H -0.37225 -0.13199 7.39591
H -1.27725 -1.58599 7.10691
H -3.43525 -1.08399 7.63891
H -2.82725 0.89301 8.19391
H -2.09925 -0.50499 8.95291
H -0.45125 1.29301 3.56791
H -2.09625 0.32501 3.28891
H -0.57425 -0.09299 2.43691
O 0.01275 -2.64799 -0.04609
C 0.89075 -3.52799 0.22191
O 1.63775 -3.54199 1.28091
C 1.76575 -2.39999 2.05291
C 2.88275 -2.56899 3.12991
C 1.02475 -4.85299 -0.50909
H 1.03375 -1.80899 2.46791
H 2.28475 -1.68699 1.37791
H 3.76175 -2.79499 2.69091
H 2.65375 -3.31099 3.89591
H 2.96175 -1.62599 3.73391
H 1.56575 -4.73499 -1.33609
H 0.02475 -5.40499 -0.55409
H 1.61175 -5.46199 0.04691
O -5.05725 -2.61699 2.41191
C -4.47725 -2.04999 1.45591
O -4.05525 -2.74299 0.47791
C -4.35625 -4.13399 0.46691
C -3.75225 -4.80399 -0.72709
C -4.03925 -0.68699 1.43791
H -5.59225 -4.34599 0.38791
H -4.02325 -4.75799 1.38291
H -3.94025 -4.16099 -1.59409
H -4.19525 -5.83299 -0.91809
H -2.67425 -4.93699 -0.64909
H -2.94525 -0.49599 1.03891
H -4.27025 0.17301 2.26791
H -4.63725 -0.31599 0.62491
```

E_LUMO (eV): 1.779
Charge: -1
HOMO (eV): -4.24
Energy relative to the best compared isomer or geometry (same formula, charge and spin) (kJ/mol): 1036.9
Gap between HOMO and LUMO (eV): 6.02

Results of the Mulliken charge analysis, in e, for atoms 1 through 8:
1. N 1.11
2. H 0.32
3. H -0.64
4. H -0.25
5. H 0.70
6. S 1.51
7. O -0.96
8. O -0.22

***

Among the records above, which one has the highest HOMO?
C32H68NO20S

***

Which of these has the highest E_LUMO?
C32H68NO20S

***

Which formula does entry 1 have?
C25H43Cl8MgO13